18
Properties=species:S:1:pos:R:3:lowdin_charge:R:1 method="wB97M-V/def2-TZVPD" smiles="N/C=C/CCCO" total_charge=0 e_tot_ha=-327.065357
H 1.90 -0.40 -0.71 0.105
H -0.37 0.37 1.19 0.109
C -1.17 0.93 -1.59 -0.262
H 0.41 -2.54 3.13 0.067
H 1.34 1.24 -0.33 0.100
C 0.83 -1.33 1.51 -0.217
H 1.72 -1.90 1.29 0.106
C 0.45 -0.24 0.84 -0.128
N 0.02 -1.83 2.53 0.016
H -1.91 0.35 -1.02 0.110
H -0.13 -0.99 -1.71 0.112
H 0.68 0.32 -2.53 0.096
H -1.18 2.93 -1.33 0.084
H -1.53 1.09 -2.61 0.113
C 0.09 0.08 -1.66 -0.191
H -0.94 -1.95 2.25 0.072
C 1.04 0.21 -0.47 -0.225
O -0.89 2.13 -0.91 -0.069

18
Properties=species:S:1:pos:R:3:lowdin_charge:R:1 method="wB97M-V/def2-TZVPD" total_charge=0 e_tot_ha=-327.026281
C 1.18 -1.24 1.77 -0.099
H 2.02 0.38 0.61 0.112
H 0.87 -0.64 2.64 0.077
H -0.69 -1.18 -1.31 0.139
H -0.18 0.59 -2.89 0.085
H 2.16 -1.67 1.99 0.071
C -0.82 -0.15 -1.01 -0.250
H -2.19 0.57 0.45 0.069
C -0.08 0.29 0.26 -0.367
H 0.47 -2.06 1.65 0.079
C -0.93 0.83 -2.13 -0.050
N -0.38 1.44 0.83 0.105
O -1.99 -0.30 0.05 -0.093
H -1.92 0.81 -2.58 0.088
H 1.55 -1.00 -0.34 0.107
C 1.24 -0.39 0.51 -0.209
H -0.75 1.86 -1.81 0.080
H 0.43 1.84 1.31 0.055

18
Properties=species:S:1:pos:R:3:lowdin_charge:R:1 method="wB97M-V/def2-TZVPD" smiles="C=CCNC=C.O" total_charge=0 e_tot_ha=-326.974219
H -1.03 1.22 -2.11 0.139
C 0.80 -2.92 -0.65 -0.015
H 0.04 -0.95 -2.13 0.096
N 0.07 -0.55 -1.18 -0.060
H -1.67 2.57 1.59 0.035
O 2.49 1.18 2.19 -0.088
H -2.66 2.66 0.15 0.041
C 0.00 -1.77 -0.43 -0.244
C -1.10 1.10 0.13 -0.216
C -1.91 2.10 0.66 0.025
H -2.13 -0.01 -1.48 0.131
H 0.96 -3.15 -1.66 0.007
H 2.43 1.53 1.28 0.039
H -0.45 -1.64 0.59 0.101
H 1.08 -3.50 0.26 0.051
H -0.18 0.79 0.75 0.113
H 3.34 0.69 2.24 0.047
C -1.15 0.53 -1.18 -0.201

What HOMO energy values result from the calculations? In sequence: -7.9; -8.9; -8.2 eV.
What energy above the lowest of the compared OMol25 structures with the same formula, charge and spin values result from the calculations? In sequence: 41.4; 65.9; 98.6 kcal/mol.
What gap between HOMO and LUMO values result from the calculations? In sequence: 0.324; 0.358; 0.334 Ha.